Below is 2 unconnected molecules or ions with the total composition CH6N5S in a non-equilibrium geometry, with properties calculated with ωB97M-V/def2-TZVPD.

The energy is -19410.198 eV. The calculation puts the HOMO energy at -0.4211 hartree. The calculation puts the energy above the lowest of the compared OMol25 structures with the same formula, charge and spin at 0.0 kJ/mol. Its frontier orbital gap is 6.95 eV. Its total charge is +1.

XYZ file:
```
13
Properties=species:S:1:pos:R:3:forces:R:3
C 2.0146 -0.2532 -0.0619 -0.9 1.3 0.0
N 0.8180 -0.2127 -0.4415 0.1 -1.2 -0.2
N 3.0645 -0.9756 0.1983 0.6 -0.9 0.1
N -1.9718 1.2734 0.5820 -0.3 -0.5 0.2
N -2.1391 -0.4906 -0.7364 -0.3 0.0 0.4
N -1.7871 0.7024 -0.5290 0.2 0.3 -0.4
S 1.5180 1.4223 0.0174 0.5 0.7 0.2
H 3.0295 -1.9776 0.0703 0.1 0.1 0.0
H 3.9241 -0.5623 0.5251 -0.2 0.1 -0.1
H -1.6380 2.2279 0.6536 0.0 -0.1 -0.1
H -2.3881 0.8164 1.3979 0.1 0.1 -0.2
H -1.8824 -0.8684 -1.6416 0.0 0.1 0.1
H -2.5623 -1.1019 -0.0343 0.1 0.2 -0.1
```
Positions in Å, forces in eV/Å.

=====

Below is 2 unconnected molecules or ions with the total composition CH6NO in a non-equilibrium geometry, with properties calculated with ωB97M-V/def2-TZVPD.

The energy is -4670.261 eV. The calculation puts the HOMO energy at -0.0834 hartree. The calculation puts the energy above the lowest of the compared OMol25 structures with the same formula, charge and spin at 106.8 kJ/mol. Its frontier orbital gap is 6.35 eV. Its total charge is -1.

XYZ file:
```
9
Properties=species:S:1:pos:R:3:forces:R:3
O -0.8636 -2.7977 -0.8693 0.0 0.7 1.1
H -0.8157 -2.4645 0.0610 -0.1 -0.7 -1.0
C 0.1867 1.2421 -0.0432 1.4 0.7 -1.4
N 0.2292 -0.0385 0.6496 -3.2 1.8 0.0
H -0.6984 1.8304 -0.0446 -1.6 -0.3 0.3
H 0.3929 1.0952 -1.2047 0.2 0.7 2.1
H 0.8440 2.0249 0.5120 -0.2 -1.5 -1.3
H 1.1936 -0.1657 0.6959 1.3 -2.0 -0.1
H -0.4688 -0.7263 0.2432 2.1 0.5 0.2
```
Positions in Å, forces in eV/Å.

=====

Below is 2 unconnected molecules or ions with the total composition CH6NO, with properties calculated with ωB97M-V/def2-TZVPD.

The energy is -4671.266 eV. The calculation puts the HOMO energy at -0.0886 hartree. The calculation puts the energy above the lowest of the compared OMol25 structures with the same formula, charge and spin at 9.8 kJ/mol. Its frontier orbital gap is 6.97 eV. Its total charge is -1.

XYZ file:
```
9
Properties=species:S:1:pos:R:3:forces:R:3
O -2.2345 0.5604 1.0365 0.3 0.0 -0.1
H -2.4560 0.6307 1.9736 0.1 0.0 -0.1
C 1.0316 -0.6049 -0.3152 -0.6 0.0 0.1
N 0.4308 0.7068 -0.5386 0.3 0.2 0.2
H 0.8779 -1.2534 -1.1806 0.2 -0.2 -0.1
H 0.5298 -1.0964 0.5233 0.1 0.0 0.0
H 2.0974 -0.5478 -0.0826 0.1 0.0 -0.1
H 0.1088 0.7872 -1.4905 -0.1 0.0 0.0
H -0.3858 0.8175 0.0740 -0.3 0.0 0.0
```
Positions in Å, forces in eV/Å.

=====

Below is 2 unconnected molecules or ions with the total composition CH6NO2 in a non-equilibrium geometry, with properties calculated with ωB97M-V/def2-TZVPD.

The energy is -6719.283 eV. The calculation puts the HOMO energy at -0.1156 hartree. The calculation puts the energy above the lowest of the compared OMol25 structures with the same formula, charge and spin at 52.8 kJ/mol. Its frontier orbital gap is 7.80 eV. Its total charge is -1.

XYZ file:
```
10
Properties=species:S:1:pos:R:3:forces:R:3
N -1.6265 -0.1880 -0.8696 -0.2 2.0 2.1
C -0.4992 0.8902 -0.6289 0.2 -0.9 1.5
O 0.6027 0.3523 -0.0494 -0.4 0.4 -0.9
H -1.7031 -0.6142 0.0855 0.1 0.4 -1.2
H -1.2399 -0.9091 -1.4193 0.9 -0.9 -0.8
H -0.9444 1.6266 0.1611 -0.1 -0.5 -1.7
H -0.3102 1.3755 -1.6449 -0.4 -0.3 0.9
H 1.7907 -0.2811 0.8372 0.4 -1.8 1.1
H 1.6393 -1.2359 2.1027 0.0 0.2 -0.3
O 2.2907 -1.0162 1.4256 -0.6 1.5 -0.8
```
Positions in Å, forces in eV/Å.

=====

Below is 2 unconnected molecules or ions with the total composition CH6NO2 in a non-equilibrium geometry, with properties calculated with ωB97M-V/def2-TZVPD.

The energy is -6711.987 eV. The calculation puts the HOMO energy at -0.5720 hartree. The calculation puts the energy above the lowest of the compared OMol25 structures with the same formula, charge and spin at 112.3 kJ/mol. Its frontier orbital gap is 11.24 eV. Its total charge is +1.

XYZ file:
```
10
Properties=species:S:1:pos:R:3:forces:R:3
C 0.9627 0.0247 -0.4021 -1.0 -0.7 -0.7
N -1.4299 0.1489 0.1200 0.4 0.1 0.0
O 1.3740 1.1009 0.1141 0.4 0.4 0.4
O 1.1804 -1.1046 0.1639 0.5 0.2 0.4
H 0.5529 0.1173 -1.4088 0.3 -0.1 0.3
H -1.4602 0.7141 0.9640 -0.1 0.0 -0.1
H -1.8755 -0.7372 0.3322 -0.1 0.1 0.0
H -1.9872 0.6244 -0.5826 -0.1 0.0 0.1
H 1.7937 1.0226 0.9950 -0.1 -0.2 -0.1
H 0.8890 -1.9112 -0.2957 -0.1 0.3 -0.2
```
Positions in Å, forces in eV/Å.

=====

Below is 2 unconnected molecules or ions with the total composition CH6NO2 in a non-equilibrium geometry, with properties calculated with ωB97M-V/def2-TZVPD.

The energy is -6712.135 eV. The calculation puts the HOMO energy at -0.5751 hartree. The calculation puts the energy above the lowest of the compared OMol25 structures with the same formula, charge and spin at 98.0 kJ/mol. Its frontier orbital gap is 11.04 eV. Its total charge is +1.

XYZ file:
```
10
Properties=species:S:1:pos:R:3:forces:R:3
O -1.8566 0.4655 0.6094 0.6 -0.6 -0.2
H -2.4621 1.1781 0.7905 -0.4 0.3 0.0
H -2.1798 0.0092 -0.1737 -0.4 0.1 0.1
H 0.7775 0.5790 1.3336 -0.4 0.4 -0.3
C 0.9945 0.2599 -0.5107 -1.7 -0.3 -0.2
N 1.0394 -1.0279 -0.3984 0.3 -1.1 0.4
O 0.7336 1.0387 0.4651 1.4 0.0 0.6
H 0.9302 0.7181 -1.4838 0.4 0.1 -0.3
H 1.0381 -1.4942 0.4980 -0.1 0.3 0.4
H 0.9852 -1.7264 -1.1300 0.3 0.7 -0.6
```
Positions in Å, forces in eV/Å.

=====

Below is a single CH6NOP molecule in a non-equilibrium geometry, with properties calculated with ωB97M-V/def2-TZVPD.

The energy is -13959.065 eV. The calculation puts the HOMO energy at -0.3317 hartree. The calculation puts the energy above the lowest of the compared OMol25 structures with the same formula, charge and spin at 235.4 kJ/mol. Its frontier orbital gap is 9.97 eV. The SMILES is CO[PH2]=N.

XYZ file:
```
10
Properties=species:S:1:pos:R:3:forces:R:3
C -1.5215 0.2551 0.1469 1.0 -3.2 0.4
N 1.6084 0.9787 0.2636 2.7 -1.2 -0.7
O -0.3917 -0.6693 0.4746 -2.6 0.8 0.1
P 1.0878 -0.4875 -0.0089 0.4 1.0 3.3
H -1.1607 1.2152 0.2423 0.1 2.3 1.7
H -1.6303 0.2430 -0.8914 -0.7 -0.7 -1.9
H -2.4146 -0.1873 0.6487 0.9 1.1 -0.2
H 2.7102 1.0068 0.2504 -2.9 0.1 0.0
H 1.0001 -1.0728 -1.2138 0.4 -0.5 -1.8
H 1.4766 -1.5606 0.8783 0.6 0.4 -0.9
```
Positions in Å, forces in eV/Å.

=====

Below is a gas-phase ion, CH6NOS (charge +1) in a non-equilibrium geometry, with properties calculated with ωB97M-V/def2-TZVPD.

The energy is -15498.299 eV. The calculation puts the HOMO energy at -0.5022 hartree. The calculation puts the energy above the lowest of the compared OMol25 structures with the same formula, charge and spin at 154.7 kJ/mol. Its frontier orbital gap is 9.58 eV. Its total charge is +1. The SMILES is [NH3+]COS.

XYZ file:
```
10
Properties=species:S:1:pos:R:3:forces:R:3
C 0.4676 0.4759 0.1819 1.3 -1.5 0.6
N -0.9340 0.4021 0.7762 -0.1 -0.7 -3.5
O 0.8046 -0.9030 -0.1194 -0.9 1.3 0.1
S 1.5126 -1.5042 -1.5537 1.6 0.9 1.6
H 1.2502 0.7966 0.8745 -0.7 0.1 0.5
H 0.3884 1.2625 -0.5435 0.1 -0.3 -1.3
H -1.4469 -0.2608 0.1231 0.4 1.1 0.6
H -1.0594 -0.0130 1.6322 0.5 -1.5 3.1
H -1.4130 1.2838 0.8469 -0.2 0.8 -0.4
H 0.4297 -1.5400 -2.2182 -1.9 -0.2 -1.3
```
Positions in Å, forces in eV/Å.